Formula: C20H31BrF5InO27PS6
Source: the Open Molecules 2025 dataset
Level of theory: ωB97M-V/def2-TZVPD

The strongest force on any atom is 4.54 eV/A. The value obtained for the total energy is -239624.2826 eV. The value obtained for the frontier orbital gap is 7.57 eV.

```
! wB97M-V def2-TZVPD RIJCOSX def2/J DEFGRID3
* xyz -1 1
O -3.322 -0.483 -0.156
P -4.348 0.118 0.859
O -5.871 0.342 0.092
O -4.450 -0.956 2.183
In -3.477 2.418 1.472
Br -5.036 3.813 3.044
C -1.341 2.156 2.295
F -1.202 0.963 3.090
F -0.885 3.314 3.033
C -0.415 1.987 0.978
C -0.189 3.319 0.171
C 0.659 3.271 -1.143
C 1.211 1.895 -1.572
C 1.012 0.570 -0.783
C 1.588 -0.835 -1.252
F 2.979 -0.840 -1.513
F 1.263 -1.805 -0.251
F 0.882 -1.221 -2.446
C 0.166 0.621 0.533
H -5.761 0.051 -0.850
H -3.603 -1.428 2.341
H -3.254 3.376 -0.057
H -0.648 4.303 0.542
H 0.809 4.237 -1.745
H 1.812 1.864 -2.555
H -0.050 -0.289 1.188
C -3.177 -1.472 7.552
C -4.329 -2.281 6.975
O -4.675 -1.619 5.761
S -3.339 -0.962 5.114
O -2.832 -1.861 4.119
O -3.591 0.421 4.859
O -2.390 -1.082 6.428
H -3.539 -0.566 8.046
H -2.576 -2.053 8.253
H -5.186 -2.323 7.648
H -4.012 -3.298 6.726
C 2.079 4.231 4.120
C 2.620 5.131 5.220
O 3.952 5.450 4.814
S 4.012 5.506 3.194
O 3.896 6.875 2.786
O 5.074 4.651 2.752
O 2.600 4.769 2.902
H 2.452 3.209 4.228
H 0.989 4.218 4.096
H 2.620 4.643 6.194
H 2.052 6.064 5.281
C 7.194 7.011 1.281
C 6.561 5.952 0.394
O 6.233 6.631 -0.820
S 7.326 7.801 -1.083
O 8.310 7.300 -1.997
O 6.628 9.033 -1.293
O 7.979 7.820 0.402
H 6.432 7.647 1.740
H 7.820 6.576 2.060
H 5.671 5.512 0.842
H 7.277 5.159 0.154
C 0.157 -3.951 -4.638
C 1.259 -4.128 -3.607
O 1.270 -5.527 -3.312
S 0.843 -6.351 -4.642
O 2.037 -6.799 -5.297
O -0.233 -7.233 -4.303
O 0.243 -5.101 -5.484
H -0.830 -3.949 -4.166
H 0.280 -3.038 -5.222
H 1.081 -3.545 -2.704
H 2.236 -3.863 -4.023
C -3.177 -4.083 -7.073
C -2.417 -4.482 -8.328
O -2.813 -3.533 -9.318
S -3.111 -2.109 -8.597
O -1.944 -1.287 -8.725
O -4.416 -1.669 -8.986
O -3.180 -2.655 -7.070
H -4.215 -4.426 -7.114
H -2.705 -4.464 -6.167
H -2.652 -5.496 -8.651
H -1.337 -4.388 -8.182
C -0.557 -4.530 0.096
C -0.495 -5.135 1.490
O -1.737 -4.787 2.100
S -2.890 -4.726 0.957
O -3.594 -5.976 0.962
O -3.550 -3.462 1.049
O -1.906 -4.707 -0.333
H -0.345 -3.458 0.121
H 0.130 -5.018 -0.597
H 0.341 -4.751 2.074
H -0.435 -6.227 1.444
*
```